109
Properties=species:S:1:pos:R:3:forces:R:3 method="wB97M-V/def2-TZVPD" homo_lumo_gap_ha="0.2951 / 0.1983" de_lowest_kcal_mol=0.0 mol_weight_g_mol=1085.7 spin_multiplicity=5 charge=+1 fmax_ev_per_a=1.48
Os -0.7144 0.6817 -0.8225 0.46 -0.81 -0.09
C 5.0457 -4.5730 -0.2029 0.15 0.26 0.53
C 5.3172 -3.2167 0.4775 -0.33 0.17 0.00
C 5.2345 -3.3937 2.0106 -0.18 0.17 -0.29
C 6.7256 -2.7474 0.1077 -0.25 0.07 0.24
C 4.2330 -2.2013 0.0878 0.47 -0.40 0.17
C 2.8639 -2.5765 0.1815 -0.53 0.12 -0.15
C 1.8614 -1.6789 -0.0662 1.47 0.15 0.07
Se 0.0654 -2.1683 -0.2025 -0.79 -0.43 -0.36
C -0.5923 -1.9238 1.5669 -0.74 1.13 0.04
C -0.5403 -2.9342 2.4989 -0.04 -0.39 0.48
C -1.2347 -2.8545 3.7042 0.02 0.35 -0.02
C -2.0015 -1.7025 3.9178 0.29 -0.38 -0.10
C -2.1084 -0.6583 3.0123 0.23 0.29 -0.90
C -1.3636 -0.7606 1.8018 0.11 -0.71 0.68
O -1.4246 0.2047 0.8745 0.13 0.12 0.35
C -3.1133 0.4829 3.2084 0.05 -0.06 0.10
C -2.5076 1.8708 2.9161 0.08 -0.16 -0.09
C -3.6611 0.5328 4.6423 0.09 0.22 0.00
C -4.3004 0.2116 2.2638 0.27 0.30 -0.19
C -1.1869 -4.0090 4.7156 -0.04 0.18 -0.18
C 0.2053 -4.0824 5.3567 -0.06 0.09 -0.41
C -1.4734 -5.3158 3.9688 0.16 -0.05 0.22
C -2.2276 -3.8372 5.8308 0.20 -0.25 -0.41
C 2.2324 -0.3251 -0.3800 -0.67 1.29 -0.25
O 1.3855 0.6289 -0.4277 -0.20 -0.59 0.20
C 3.6047 0.0303 -0.6604 0.53 -0.36 0.05
C 4.5552 -0.9226 -0.3684 0.05 -0.11 0.09
C 4.0648 1.3105 -1.3412 -0.17 0.31 -0.10
C 2.9880 2.3968 -1.4860 0.29 0.24 -0.50
C 5.2368 1.9429 -0.5708 0.04 0.07 -0.38
C 4.5271 0.8875 -2.7620 -0.03 0.19 0.35
H 5.8592 -5.2525 0.0513 -0.02 -0.06 -0.04
H 4.9992 -4.4708 -1.2762 -0.03 -0.01 -0.39
H 4.1219 -5.0125 0.1623 -0.08 -0.14 -0.06
H 5.9756 -4.1131 2.3406 0.14 -0.14 0.05
H 4.2513 -3.7496 2.3095 -0.11 -0.11 0.04
H 5.4080 -2.4508 2.5243 0.09 0.10 0.04
H 7.4296 -3.5071 0.4253 0.18 -0.17 -0.02
H 6.9987 -1.8314 0.6318 -0.01 0.06 -0.02
H 6.8400 -2.5960 -0.9616 0.03 0.01 -0.17
H 2.5902 -3.5989 0.4130 0.10 0.04 0.04
H 0.0248 -3.8222 2.2778 0.16 -0.20 -0.13
H -2.5604 -1.6496 4.8324 -0.15 0.13 0.13
H -1.6535 2.0658 3.5760 -0.09 -0.03 -0.16
H -3.2699 2.6144 3.1312 -0.07 0.20 0.03
H -2.1979 1.9930 1.8716 -0.08 -0.02 0.44
H -2.8717 0.6874 5.3836 0.01 -0.07 -0.08
H -4.2315 -0.3516 4.9200 -0.02 -0.09 -0.05
H -4.3361 1.3890 4.7133 -0.01 -0.08 0.03
H -3.9759 0.2374 1.2176 -0.10 0.01 0.17
H -5.0605 0.9823 2.4085 -0.04 -0.01 -0.05
H -4.7483 -0.7586 2.4608 -0.05 -0.13 0.08
H 0.9841 -4.1967 4.5997 -0.01 -0.04 -0.02
H 0.2683 -4.9232 6.0379 -0.01 -0.18 0.16
H 0.4128 -3.1727 5.9041 0.09 0.25 0.21
H -0.6750 -5.5577 3.2634 -0.18 0.03 -0.07
H -2.4319 -5.2658 3.4576 -0.03 -0.03 -0.17
H -1.5143 -6.1345 4.6822 -0.03 -0.15 0.11
H -2.0182 -2.9645 6.4379 -0.03 0.17 0.17
H -2.1984 -4.7149 6.4673 0.06 -0.11 0.21
H -3.2359 -3.7780 5.4287 -0.14 0.13 -0.05
H 5.5967 -0.6728 -0.5183 -0.10 -0.08 -0.01
H 2.5712 2.7232 -0.5372 0.02 -0.01 0.03
H 2.1795 2.0515 -2.1292 0.12 0.07 0.08
H 3.4538 3.2685 -1.9737 -0.10 -0.26 0.13
H 4.9242 2.1919 0.4353 0.00 0.11 0.28
H 5.5251 2.8681 -1.0843 -0.03 -0.17 0.14
H 6.1238 1.3127 -0.5199 -0.02 -0.05 0.00
H 3.7202 0.4021 -3.3080 -0.06 -0.03 -0.05
H 5.3761 0.2120 -2.6986 0.07 -0.14 -0.05
H 4.8469 1.7682 -3.3183 -0.03 0.08 0.00
C -3.7361 4.1264 -0.5115 -0.15 0.13 0.14
Ge -4.7060 3.3479 -1.9974 -0.11 -0.41 0.15
C -5.2233 4.6129 -3.3488 -0.18 0.21 -0.18
C -6.2252 2.2704 -1.4101 -0.18 0.09 -0.10
C -3.4713 2.0546 -2.8288 0.28 -0.40 -0.07
Se -3.0426 0.6968 -1.4928 -0.63 0.05 -0.13
C -3.2421 -0.9277 -2.5270 0.32 -0.05 -0.22
H -4.4199 4.6429 0.1647 0.06 0.03 -0.05
H -2.9970 4.8321 -0.8825 0.09 0.05 0.05
H -3.2220 3.3593 0.0654 0.06 -0.06 0.03
H -5.9557 5.3041 -2.9364 -0.05 0.08 -0.03
H -5.6729 4.1092 -4.2059 0.03 0.02 0.04
H -4.3664 5.1865 -3.6873 0.10 0.10 -0.08
H -6.8883 2.8760 -0.7901 0.00 -0.05 0.02
H -5.8943 1.4124 -0.8221 -0.07 0.04 -0.02
H -6.8082 1.9197 -2.2711 0.16 0.02 0.17
H -2.5542 2.4843 -3.2242 -0.05 -0.01 0.03
H -3.9400 1.4783 -3.6247 -0.07 0.09 -0.10
H -4.2827 -1.0085 -2.8118 -0.19 -0.02 -0.06
H -2.9788 -1.7369 -1.8534 -0.02 -0.11 0.06
H -2.5822 -0.9230 -3.3990 -0.20 0.08 0.24
O -0.4507 3.3518 -1.5141 0.24 -0.41 -1.06
C -0.1710 2.7851 -2.5770 -0.02 0.09 1.01
N -0.1745 1.4184 -2.6550 -0.46 -0.31 1.06
S 0.0262 0.7727 -4.1403 -0.21 0.73 -0.55
O 1.1804 -0.0652 -4.1408 0.27 -0.36 -0.01
O -1.2191 0.2520 -4.6391 0.33 0.06 0.08
C 0.3778 2.3679 -4.8440 -0.09 0.34 0.46
C 0.7758 2.6895 -6.1158 0.26 0.24 -0.14
C 1.0819 4.0338 -6.3576 -0.07 -0.13 -0.09
C 0.9521 5.0126 -5.3764 0.07 0.14 -0.42
C 0.5120 4.6818 -4.1080 -0.10 -0.17 -0.01
C 0.2388 3.3548 -3.8610 0.00 -0.10 -0.37
H 0.8848 1.9369 -6.8851 0.00 0.04 -0.02
H 1.4308 4.3225 -7.3390 -0.02 -0.01 -0.05
H 1.1873 6.0422 -5.6258 0.00 -0.12 0.06
H 0.3786 5.4039 -3.3193 0.04 0.16 0.07